A molecular structure, AlF3 in a non-equilibrium geometry. Source: the OMol25 dataset; level of theory: ωB97M-V/def2-TZVPD.

Last column: Mulliken charge in e.
CARTESIAN COORDINATES (ANGSTROEM)
Al: 2.57 -0.31 -1.19  0.53
F: 0.93 -0.63 -0.53  -0.23
F: -0.60 0.77 0.17  -0.11
F: -2.90 0.17 1.55  -0.19

maximum force	0.0388	Eh/bohr
gap between HOMO and LUMO	3.8	eV
spin multiplicity	1